Entry 1:
Formula: C8H8OS
Source: OMol25
Level of theory: ωB97M-V with the def2-TZVPD basis set

Structure (ORCA input):
```
! wB97M-V def2-TZVPD RIJCOSX def2/J DEFGRID3
* xyz 0 1
O 2.453 2.185 -0.384
C 1.331 1.835 -0.476
C 0.529 1.202 -1.608
C -0.567 0.837 -0.534
C -0.568 -0.574 -0.047
C 0.258 -1.107 0.879
C -0.060 -2.419 1.264
C -1.088 -2.926 0.480
S -1.701 -1.750 -0.626
C 0.178 1.878 0.469
H 0.011 2.010 -2.212
H 0.925 0.498 -2.239
H -1.609 1.145 -0.805
H 0.903 -0.383 1.434
H 0.291 -2.955 1.973
H -1.513 -3.852 0.459
H 0.336 1.493 1.414
H -0.110 2.882 0.562
*
```

HOMO   -8.802 eV
Relative energy (zero: lowest compared OMol25 entry of this formula, charge and spin)   0.2105 eV
SMILES string   O=C1CC(c2cccs2)C1
E_LUMO   0.0247 Eh

Results of the Mulliken charge analysis, in e, for atoms 1 through 8: O -0.55; C 0.56; C -0.73; C 0.20; C 0.04; C -0.16; C -1.02; C -0.38

Entry 2:
Formula: C8H8OS
Source: OMol25
Level of theory: ωB97M-V with the def2-TZVPD basis set

Structure (ORCA input):
```
! wB97M-V def2-TZVPD RIJCOSX def2/J DEFGRID3
* xyz 0 1
C 2.528 -1.509 0.172
C 1.228 -1.203 0.421
C 3.245 -0.509 -0.328
C 0.927 0.166 0.304
C -1.845 -0.197 -0.399
C -1.477 0.301 0.945
C -1.775 0.898 -1.300
C -0.270 0.867 0.412
O -2.027 -1.349 -0.767
S 2.357 0.982 -0.401
H 3.095 -2.397 0.334
H 0.450 -1.838 0.870
H 4.351 -0.614 -0.458
H -2.215 1.000 1.350
H -1.300 -0.594 1.672
H -1.589 0.870 -2.361
H -1.921 1.930 -1.104
H -0.059 1.989 0.283
*
```

HOMO (alpha / beta)   -7.919 / -7.842 eV
Relative energy (zero: lowest compared OMol25 entry of this formula, charge and spin)   1.9592 eV
E_LUMO (alpha / beta)   -0.0316 / -0.0314 Eh

Results of the Mulliken charge analysis, in e, for atoms 1 through 8: C -0.50; C -0.37; C -0.32; C 0.37; C 0.54; C -0.55; C -0.76; C -0.12

Entry 3:
Formula: C8H9AsF3NO4S7Tc
Source: OMol25
Level of theory: ωB97M-V with the def2-TZVPD basis set

Structure (ORCA input):
```
! wB97M-V def2-TZVPD RIJCOSX def2/J DEFGRID3
* xyz 1 1
Tc 0.185 0.709 0.101
S 2.209 -1.170 1.094
As 3.448 -2.575 -0.215
S 3.426 0.500 0.967
S 2.094 1.691 -0.072
S 2.344 -4.245 -0.213
F -1.337 1.525 -5.446
C -1.960 0.396 -5.065
F -3.197 0.725 -4.685
F -2.049 -0.394 -6.132
C -1.195 -0.276 -3.939
C -0.901 -1.622 -4.023
C -0.251 -2.252 -2.975
C 0.100 -1.496 -1.882
N -0.143 -0.176 -1.793
C -0.807 0.428 -2.796
S -1.193 2.145 -2.708
H -1.198 -2.176 -4.903
H -0.022 -3.306 -3.000
H 0.595 -1.935 -1.033
C 0.614 1.010 4.404
C -0.098 0.337 3.261
O -0.140 1.250 2.116
H 0.662 0.327 5.250
H 0.089 1.905 4.733
H 1.630 1.283 4.125
H -1.135 0.081 3.479
H 0.410 -0.564 2.909
H -0.982 1.753 2.173
O -3.847 1.382 -0.512
S -2.674 1.430 0.279
O -1.883 0.134 0.335
O -2.704 2.058 1.576
S -1.012 2.513 -0.686
*
```

HOMO   -12.338 eV
Relative energy (zero: lowest compared OMol25 entry of this formula, charge and spin)   0.0000 eV
E_LUMO   -0.1946 Eh

Results of the Mulliken charge analysis, in e, for atoms 1 through 8: Tc 0.73; S -0.10; As 0.40; S -0.04; S 0.01; S -0.17; F -0.22; C 0.57

Entry 4:
Formula: C8H9B2FINO
Source: OMol25
Level of theory: ωB97M-V with the def2-TZVPD basis set

Structure (ORCA input):
```
! wB97M-V def2-TZVPD RIJCOSX def2/J DEFGRID3
* xyz 0 1
C -3.332 0.131 -0.887
C -2.930 -1.220 -0.657
B -2.176 -2.695 -0.391
I -3.238 -4.392 0.509
B -0.560 -2.843 -0.804
N -0.275 -3.074 -2.306
O 0.550 -2.804 0.177
H -3.291 1.278 -1.215
H -0.303 -2.103 -2.738
H -1.167 -3.520 -2.657
H 0.818 -1.841 0.379
F 0.067 1.658 -1.492
C 0.691 1.790 -0.314
C -0.045 1.711 0.863
C 0.606 1.843 2.090
C 1.985 2.064 2.126
C 2.714 2.147 0.939
C 2.065 2.003 -0.287
H -1.116 1.547 0.816
H 0.041 1.775 3.016
H 2.491 2.171 3.083
H 3.787 2.323 0.969
H 2.618 2.056 -1.219
*
```

HOMO   -9.340 eV
SMILES string   C#CB(I)B(N)O.Fc1ccccc1
E_LUMO   -0.0404 Eh

Results of the Mulliken charge analysis, in e, for atoms 1 through 8: C -0.47; C 0.01; B 0.19; I -0.02; B 0.28; N -0.65; O -0.57; H 0.35